This record from OMol25 describes a structure of composition C59H52N5O2P2RuS4Se in a non-equilibrium geometry. The level of theory is the ωB97M-V functional and the def2-TZVPD basis.

```
126
Properties=species:S:1:pos:R:3:forces:R:3:mulliken_charge:R:1
Ru -0.653979 0.551707 0.132689 -0.704 0.235 0.688 -0.574
Se -4.296406 0.550992 3.551893 0.199 -0.003 -0.176 -0.185
S -1.546006 -1.654133 0.446470 0.208 0.102 0.001 -0.383
S 2.562577 -2.355284 -0.826589 -0.011 -0.023 -0.048 0.059
S 1.738869 4.483741 1.396508 0.039 0.016 -0.032 -0.456
S 1.322430 -0.418150 1.000149 -0.026 -0.015 0.411 0.302
P 0.292095 0.727850 -1.904911 0.266 -0.247 -0.570 2.297
P -2.561938 1.465529 -0.793949 -0.166 0.116 -0.033 2.938
O 8.856923 0.283741 -0.954468 -0.032 0.023 0.056 -0.508
O 8.836081 -0.971035 -2.768381 -0.006 0.036 -0.009 -0.570
N -1.042437 -3.128182 2.587464 0.119 0.366 0.149 -0.129
N 0.071753 2.417718 0.542994 0.360 -0.185 -0.285 -1.068
N -1.599778 2.235931 -3.270845 0.003 0.017 0.090 1.725
N 1.687329 -2.664784 2.363110 -0.014 -0.052 0.091 0.710
N -1.829411 0.820792 1.937410 0.106 -0.481 0.034 -0.640
C -2.549696 -2.825829 4.491199 0.116 -0.008 0.013 0.606
C -2.574126 4.579748 -6.616922 0.000 0.000 0.005 -0.551
C 2.734500 1.979452 -1.367110 -0.012 0.023 0.000 0.275
C 4.756601 -0.771681 -0.279737 0.061 0.035 -0.024 -1.493
C -2.449651 -3.169650 3.023597 -0.045 -0.113 -0.085 -0.619
C -2.829921 5.151823 0.991773 -0.014 -0.025 0.027 -0.900
C -5.219662 1.207375 0.091134 0.031 -0.021 0.072 -0.428
C -1.924072 3.014270 -4.376703 0.000 -0.004 -0.006 0.551
C -2.978087 2.651593 -5.224480 -0.021 -0.006 -0.004 -0.285
C 6.834529 -0.959422 -1.495692 0.010 0.004 -0.049 1.378
C -4.132754 0.592141 -0.517744 -0.008 -0.065 -0.074 1.140
C -0.273249 2.310343 -2.702403 0.012 0.023 0.044 -3.469
C 2.811540 0.397977 -3.168575 -0.023 -0.051 0.033 -0.573
C -2.071286 -1.335883 6.320439 0.002 -0.026 0.059 -1.195
C 3.094328 -2.354351 2.625381 -0.031 -0.030 -0.009 -0.328
C 4.117765 -3.169783 4.781433 0.005 0.009 -0.001 -0.186
C 1.216463 -3.983245 2.770058 0.025 -0.004 -0.025 -1.187
C 3.323392 -2.249111 4.112548 -0.004 0.016 0.004 0.106
C 4.291915 -3.077483 6.156970 0.002 0.000 0.004 -0.692
C 3.666675 -2.065244 6.866764 0.002 0.003 0.000 -0.430
C -2.006963 -1.636409 4.972225 -0.034 -0.012 -0.066 0.087
C 4.114272 0.783128 -3.447562 0.015 0.002 0.014 -0.802
C 0.777743 3.274940 0.904358 -0.239 0.192 0.235 0.790
C -0.540386 -1.035792 -5.521349 -0.003 -0.017 0.012 -0.922
C -3.489230 5.908067 0.036511 -0.008 0.019 0.001 -0.570
C -3.298482 3.433870 -6.322104 0.004 0.003 -0.005 -0.842
C -2.685187 -2.217376 7.203779 0.034 0.034 -0.030 -0.520
C -0.785380 -2.728782 -3.836893 0.001 -0.004 0.033 -1.004
C -0.106701 -3.830139 3.464783 -0.024 0.029 0.017 -0.620
C 6.261008 -1.949341 -2.291780 0.002 0.006 0.011 -0.780
C -2.595443 1.409746 -2.639727 -0.028 -0.076 -0.091 -3.371
C -0.422802 -1.808196 -2.862104 0.047 -0.046 0.012 -0.038
C 0.845500 -1.840552 1.764676 0.017 0.146 -0.256 0.738
C -3.150336 -3.706183 5.377301 -0.064 0.010 0.034 -0.585
C 4.953390 -2.341842 -2.096060 0.015 0.009 0.051 -0.719
C -6.426433 0.532314 0.209974 -0.001 -0.006 0.021 -0.757
C -3.900959 5.316833 -1.149308 -0.019 -0.011 0.000 -0.852
C -5.475625 -1.378952 -0.889128 0.013 -0.004 -0.001 -0.977
C -0.852468 -2.342222 -5.165840 0.005 0.019 -0.021 -0.738
C 8.243410 -0.564637 -1.808657 0.015 -0.060 0.028 0.509
C 2.097803 1.001990 -2.131475 -0.012 -0.002 -0.069 1.350
C -0.167276 -0.122303 -4.548693 -0.002 0.026 0.012 0.022
C 4.724816 1.783120 -2.703355 0.000 -0.013 -0.002 -0.616
C -2.942817 3.212769 -0.439958 -0.038 0.060 -0.094 0.046
C -3.634669 3.977640 -1.383856 0.112 0.009 0.005 -0.063
C -0.587963 -2.248003 1.683694 -0.127 -0.234 -0.108 -0.667
C 6.063866 -0.371270 -0.500933 -0.051 0.019 0.005 -1.046
C -4.269587 -0.708934 -1.007330 -0.029 0.020 -0.007 -0.741
C 2.701532 -1.228843 4.830439 0.008 -0.015 -0.003 -0.171
C -6.557855 -0.755660 -0.280673 0.001 -0.012 0.013 -0.673
C -2.559881 3.810929 0.759550 -0.123 -0.075 -0.001 -0.555
C 4.034162 2.372474 -1.656154 -0.004 -0.022 0.009 -0.860
C -3.227907 -3.400525 6.731348 -0.019 -0.021 -0.023 -0.649
C -1.199375 4.173719 -4.675317 0.010 0.004 -0.010 -0.472
C 2.871771 -1.138597 6.201548 0.001 -0.010 -0.002 -0.804
C 4.190853 -1.768241 -1.070779 -0.004 -0.056 0.006 1.248
C -0.109293 -0.498392 -3.203938 -0.007 0.150 -0.089 0.268
C -2.807564 0.689590 2.564174 -0.054 0.253 0.188 0.179
C -1.522110 4.936603 -5.786198 -0.005 -0.005 -0.002 -0.751
H -0.403615 4.500380 -4.019799 0.002 -0.001 -0.001 0.494
H -0.168915 3.069922 -1.914465 -0.009 0.029 -0.030 0.567
H 2.388660 -0.342403 6.752082 -0.002 0.005 0.003 0.443
H 4.608802 -3.960068 4.224546 0.004 -0.004 -0.004 0.418
H -5.569679 -2.387855 -1.269967 -0.006 -0.003 -0.010 0.462
H 4.510951 -3.095367 -2.734693 -0.007 -0.003 -0.004 0.505
H -3.532133 1.739982 -5.042599 0.005 0.008 -0.010 0.403
H 5.736748 2.091440 -2.935879 -0.003 -0.001 0.001 0.440
H 2.087643 -0.500680 4.310784 -0.010 -0.002 -0.008 0.492
H -3.018441 -2.475293 2.405558 0.016 0.052 0.043 0.126
H -2.072367 3.224197 1.520456 0.123 -0.020 0.018 0.391
H 6.440259 0.440045 0.112680 0.004 0.010 -0.003 0.089
H 6.859161 -2.388632 -3.078284 0.006 0.002 -0.006 0.464
H -3.434934 -1.203436 -1.493167 -0.019 0.009 -0.001 0.236
H -4.116835 3.130222 -6.962810 -0.003 -0.001 -0.003 0.409
H -2.836659 -4.177252 2.855230 -0.029 0.023 -0.067 0.388
H 1.143164 -4.623863 1.886137 -0.002 -0.020 0.012 0.355
H -3.689590 6.956398 0.217350 0.005 0.002 -0.001 0.382
H -0.538189 -4.804433 3.700886 0.017 0.003 -0.011 0.495
H -5.121335 2.205007 0.497487 -0.008 0.010 -0.019 0.505
H -2.825466 5.183455 -7.478058 0.000 0.004 -0.004 0.407
H 2.359182 -0.385998 -3.761156 -0.034 0.008 -0.001 0.391
H -7.258734 1.014222 0.705358 -0.003 0.002 -0.001 0.422
H -0.950430 5.832956 -5.990544 0.002 0.005 -0.001 0.420
H 3.330331 -1.422918 2.122979 0.024 0.025 -0.011 -0.230
H 3.704314 -3.140584 2.177523 0.011 -0.003 -0.002 0.548
H 2.218816 2.469144 -0.557055 0.023 -0.018 -0.013 -0.842
H -2.744294 -1.975325 8.256778 0.002 -0.001 0.006 0.402
H 4.490990 3.149359 -1.056015 0.001 0.007 -0.005 0.514
H 8.292359 0.476924 -0.196293 0.042 -0.017 -0.066 0.321
H -2.497919 0.349034 -2.908473 -0.025 0.006 0.004 0.405
H -1.552113 -0.931112 4.284607 0.017 -0.027 0.008 0.666
H 4.914881 -3.797368 6.671078 0.003 -0.004 0.002 0.399
H 0.023209 -3.282092 4.401161 -0.012 -0.017 0.011 0.408
H -0.380870 -2.110648 -1.825473 0.004 -0.008 0.004 0.213
H -0.591494 -0.725440 -6.556963 0.002 0.004 0.000 0.466
H 4.653461 0.298136 -4.251637 -0.002 0.004 0.001 0.413
H -4.426705 5.896625 -1.896769 0.000 0.000 -0.005 0.468
H -1.660755 -0.402009 6.681672 -0.014 0.004 -0.009 0.469
H -1.022638 -3.746265 -3.553241 0.002 -0.002 0.004 0.467
H -2.516987 5.601550 1.924544 0.001 -0.001 0.003 0.463
H -3.577487 -4.631562 5.007676 0.011 -0.019 0.000 0.389
H 0.440436 2.557635 -3.490044 -0.013 -0.014 0.005 1.478
H 0.067239 0.891948 -4.846338 0.015 -0.022 -0.006 0.420
H -3.710399 -4.088902 7.412788 -0.002 -0.003 0.000 0.392
H -7.499172 -1.280476 -0.180668 -0.003 -0.001 -0.007 0.396
H 1.946549 -4.407489 3.456194 -0.004 -0.003 -0.003 0.527
H 4.166354 -0.265919 0.471081 -0.027 -0.021 0.019 0.449
H -3.967753 3.544338 -2.316830 0.014 0.022 -0.014 0.354
H -3.590986 1.712211 -2.958464 0.028 0.021 0.002 1.251
H 3.799751 -1.993067 7.937956 0.001 0.001 0.006 0.395
H -1.147104 -3.054690 -5.925573 -0.001 -0.002 -0.001 0.389
```
Positions in Å, forces in eV/Å.

Computed properties:
* HOMO level (alpha / beta): -7.24 / -7.24 eV
* 2S+1: 2
* energy: -203423.014 eV
* relative energy (zero: lowest compared OMol25 entry of this formula, charge and spin): 0.00 kcal/mol
* HOMO-LUMO gap (alpha / beta): 0.207 / 0.173 hartree